Version a
Below is C4H6N2O2 in the gas phase, with properties calculated with ωB97M-V with the def2-TZVPD basis set.

CARTESIAN COORDINATES (ANGSTROEM)
O 0.31 0.48 -1.70
O -1.38 0.35 1.37
N -0.06 2.19 -0.20
N 2.10 -0.82 0.75
C 0.18 0.86 -0.53
C -1.02 -1.50 -0.12
C 1.63 0.24 0.49
C -0.82 -0.13 0.43
H -1.25 -2.19 0.69
H -0.14 -1.84 -0.67
H -0.52 2.35 0.69
H -0.15 2.81 -0.99
H -1.84 -1.47 -0.84
H 2.96 -1.33 0.64

Properties
**Kohn-Sham gap**: 8.4 eV
**HOMO energy**: -8.5 eV

Version b
Below is a molecular structure, C4H6N2O2, with properties calculated with ωB97M-V with the def2-TZVPD basis set.

CARTESIAN COORDINATES (ANGSTROEM)
O -1.86 -0.29 1.22
O -2.19 1.77 0.62
N -1.69 0.66 0.47
N 0.92 1.10 0.39
C 1.28 -1.01 -0.40
C -0.66 0.52 -0.59
C 1.62 -0.02 0.46
C -0.18 -0.89 -0.81
H -0.86 1.24 -1.29
H 2.40 0.00 1.06
H -0.90 -1.47 -0.16
H 0.62 1.55 1.26
H 1.74 -1.89 -0.49
H -0.24 -1.26 -1.76

Properties
**Kohn-Sham gap (alpha / beta)**: 7.7 / 7.7 eV
**HOMO energy (alpha / beta)**: -8.3 / -8.3 eV

Result of the stability comparison: version a is the most stable of them.

Version a
Below is C4H5FO in the gas phase, with properties calculated with ωB97M-V with the def2-TZVPD basis set.

CARTESIAN COORDINATES (ANGSTROEM)
F -2.14 -0.43 0.04
O -0.24 1.49 -0.21
C 0.08 0.24 0.37
C -0.83 -0.84 -0.19
C 1.48 -0.09 0.13
C 2.63 -0.41 -0.09
H -0.08 0.27 1.49
H -0.68 -0.91 -1.30
H -1.19 1.59 -0.14
H 3.62 -0.64 -0.31
H -0.66 -1.81 0.29

Properties
**Kohn-Sham gap**: 11.2 eV
**HOMO energy**: -10.3 eV
**SMILES**: C#C[C@@H](O)CF

Version b
Below is C4H5FO in the gas phase, with properties calculated with ωB97M-V with the def2-TZVPD basis set.

CARTESIAN COORDINATES (ANGSTROEM)
F -3.13 -0.44 -0.23
O 2.51 0.49 -0.08
C -0.88 0.03 0.15
C 1.65 -0.58 0.08
C 0.26 -0.27 0.07
C -2.24 0.51 0.10
H -2.31 1.32 -0.58
H 2.85 0.54 -0.96
H 1.90 -1.43 -0.62
H -2.46 0.90 1.08
H 1.85 -1.06 1.01

Properties
**Kohn-Sham gap**: 10.5 eV
**HOMO energy**: -9.8 eV
**SMILES**: OCC#CCF

Version c
Below is C4H5FO in the gas phase, with properties calculated with ωB97M-V with the def2-TZVPD basis set.

CARTESIAN COORDINATES (ANGSTROEM)
F 1.40 -0.72 -0.36
O -2.09 -0.22 -1.10
C -1.27 -0.66 -0.31
C -0.58 0.05 0.80
C 0.83 0.27 0.34
C 1.53 1.34 0.58
H -0.57 -0.59 1.69
H -0.90 -1.79 -0.49
H -1.10 1.03 0.95
H 1.15 2.17 1.13
H 2.53 1.44 0.25

Properties
**Kohn-Sham gap**: 10.7 eV
**HOMO energy**: -9.9 eV
**SMILES**: C=C(F)CC=O

Version d
Below is C4H5FO in the gas phase, with properties calculated with ωB97M-V with the def2-TZVPD basis set.

CARTESIAN COORDINATES (ANGSTROEM)
F 0.92 1.75 0.91
O -0.77 -0.21 2.20
C -0.82 -0.75 -0.29
C -0.42 -0.21 1.04
C 0.29 0.22 -0.94
C 0.79 0.44 0.49
H 1.80 0.06 0.69
H -1.79 -0.45 -0.70
H -0.76 -1.87 -0.32
H -0.22 1.09 -1.38
H 0.98 -0.07 -1.73

Properties
**Kohn-Sham gap**: 10.5 eV
**HOMO energy**: -10.0 eV
**SMILES**: O=C1CC[C@H]1F

Result of the stability comparison: version c is the most stable of them.

Version a
Below is 2 unconnected molecules or ions with the total composition CH5NS, with properties calculated with ωB97M-V with the def2-TZVPD basis set.

CARTESIAN COORDINATES (ANGSTROEM)
S -1.78 0.62 1.56
N 0.01 -0.33 -1.60
C 0.73 -0.54 -0.57
H -0.71 0.86 0.78
H 1.81 -0.41 -0.75
H -1.17 1.38 2.55
H 0.58 -0.60 -2.40
H 0.52 -0.98 0.44

Properties
**Kohn-Sham gap**: 10.2 eV
**HOMO energy**: -9.5 eV
**SMILES**: C=N.S

Version b
Below is 2 unconnected molecules or ions with the total composition CH5NS, with properties calculated with ωB97M-V with the def2-TZVPD basis set.

CARTESIAN COORDINATES (ANGSTROEM)
S 0.92 -2.03 2.01
N -0.06 0.74 -1.23
C -0.96 1.57 -0.91
H -0.78 2.61 -1.16
H -0.31 -0.22 -1.02
H 0.92 -2.36 0.71
H 2.13 -1.53 1.98
H -1.85 1.22 -0.39

Properties
**Kohn-Sham gap**: 10.8 eV
**HOMO energy**: -9.9 eV
**SMILES**: C=N.S

Version c
Below is 2 unconnected molecules or ions with the total composition CH5NS, with properties calculated with ωB97M-V with the def2-TZVPD basis set.

CARTESIAN COORDINATES (ANGSTROEM)
S 0.79 -1.11 -0.68
N -2.00 -0.31 -0.29
C 1.28 0.46 -0.01
H 0.51 1.11 -0.22
H 1.52 0.19 0.95
H 2.23 0.92 -0.23
H -2.44 -1.33 -0.12
H -1.89 0.08 0.60

Properties
**Kohn-Sham gap (alpha / beta)**: 6.3 / 6.4 eV
**HOMO energy (alpha / beta)**: -9.0 / -9.0 eV

Result of the stability comparison: version b is the most stable of them.

Version a
Below is a molecular structure, C9H10N2O2S, with properties calculated with ωB97M-V with the def2-TZVPD basis set.

CARTESIAN COORDINATES (ANGSTROEM)
S -1.79 -0.53 -0.53
O -1.72 -1.55 -1.53
O -3.06 -0.42 0.18
N 0.03 1.17 1.12
N -1.46 0.90 -1.38
C 2.11 1.38 -0.31
C -2.00 0.46 2.27
C 2.96 0.54 -1.04
C -0.39 -1.04 0.65
C -0.78 0.19 1.41
C 1.68 -1.46 -0.75
C 2.81 -0.80 -1.23
C 0.82 -0.72 -0.01
C 1.04 0.68 0.28
H 2.14 2.40 -0.03
H -2.59 -0.32 2.36
H -2.18 1.56 -1.17
H 1.40 -2.45 -0.80
H -0.79 -1.93 1.02
H 3.81 0.83 -1.50
H -1.58 0.70 3.35
H -2.45 1.18 1.77
H 3.55 -1.33 -1.80
H -1.56 0.56 -2.33

Properties
**Kohn-Sham gap**: 9.2 eV
**HOMO energy**: -8.9 eV

Version b
Below is C9H10N2O2S in the gas phase, with properties calculated with ωB97M-V with the def2-TZVPD basis set.

CARTESIAN COORDINATES (ANGSTROEM)
S -2.29 0.75 -0.45
O -0.05 3.45 1.41
O -2.95 1.34 -1.56
N -1.28 1.80 0.57
N -3.53 0.51 0.75
C -0.11 2.50 0.68
C 2.36 2.21 0.19
C 0.82 0.99 -1.16
C 3.24 0.65 -1.42
C 3.46 1.64 -0.48
C -3.59 -0.42 1.56
C 1.02 1.93 -0.17
C -2.59 -1.56 1.60
C 1.91 0.37 -1.76
H -0.18 0.64 -1.54
H -4.44 -0.47 2.31
H -2.18 -1.64 0.64
H -2.92 -2.58 1.99
H 2.44 2.84 1.05
H 1.88 -0.31 -2.54
H -1.72 -1.09 2.13
H 4.36 1.59 -0.02
H 4.14 0.14 -1.96
H -2.03 2.22 1.22

Properties
**Kohn-Sham gap**: 9.6 eV
**HOMO energy**: -9.3 eV

Result of the stability comparison: version a is the most stable of them.

Version a
Below is C5H7FN2 in the gas phase, with properties calculated with ωB97M-V with the def2-TZVPD basis set.

CARTESIAN COORDINATES (ANGSTROEM)
F -2.98 -0.24 0.66
N 1.82 -0.62 0.97
N 0.26 0.18 -0.59
C -1.15 0.32 -0.81
C -0.83 -0.15 1.50
C 0.55 -0.33 0.59
C 1.21 0.53 -1.64
C -1.70 0.06 0.43
H -1.56 0.30 -1.98
H -0.55 0.58 2.44
H 0.77 -0.01 -2.61
H 1.81 -1.00 1.85
H -1.22 -1.14 2.11
H 2.01 -0.03 -1.32
H 1.56 1.54 -1.60

Properties
**Kohn-Sham gap**: 8.7 eV
**HOMO energy**: -7.9 eV
**SMILES**: [H]/N=C1\CC(F)=CN1C

Version b
Below is C5H7FN2 in the gas phase, with properties calculated with ωB97M-V with the def2-TZVPD basis set.

CARTESIAN COORDINATES (ANGSTROEM)
F -2.71 -0.84 -0.10
N -1.58 1.13 -0.18
N 1.19 -1.04 -0.93
C -1.60 -0.12 0.12
C 0.75 1.06 0.17
C -0.49 -0.92 0.79
C -0.36 1.71 -0.11
C 0.86 -0.38 0.31
H 1.86 -0.38 -1.36
H -0.56 -2.04 0.64
H -0.37 2.71 -0.57
H 1.79 1.53 -0.07
H -0.66 -0.76 1.84
H 1.49 -0.64 1.08
H 0.41 -1.03 -1.65

Properties
**Kohn-Sham gap**: 9.6 eV
**HOMO energy**: -9.1 eV
**SMILES**: N[C@H]1C=CN=C(F)C1

Result of the stability comparison: version b is the most stable of them.

Version a
Below is 2 unconnected molecules or ions with the total composition C4H12N2O2, with properties calculated with ωB97M-V with the def2-TZVPD basis set.

CARTESIAN COORDINATES (ANGSTROEM)
O 2.97 0.14 -0.62
O 0.96 0.87 1.03
N 0.24 -0.97 0.09
N -1.58 1.96 1.46
C -0.63 -1.87 -0.66
C -1.39 0.88 0.52
C -0.04 0.20 0.72
C -0.90 -1.37 -2.13
H -1.61 1.12 -0.51
H -1.57 -1.89 -0.11
H 2.80 0.33 0.32
H -0.29 -2.91 -0.57
H 0.12 -0.96 -2.43
H -1.20 2.76 0.98
H 1.15 -1.34 0.32
H -2.21 0.14 0.63
H -1.28 -1.99 -2.93
H -1.51 -0.49 -2.03
H -1.10 1.80 2.34
H 3.42 0.97 -0.85

Properties
**Kohn-Sham gap**: 10.3 eV
**HOMO energy**: -9.5 eV
**SMILES**: CCNC(=O)CN.O

Version b
Below is 2 unconnected molecules or ions with the total composition C4H12N2O2, with properties calculated with ωB97M-V with the def2-TZVPD basis set.

CARTESIAN COORDINATES (ANGSTROEM)
O -2.35 -0.13 -2.22
O -1.30 0.83 1.60
N 0.15 -2.12 -1.55
N 0.62 -0.18 -0.21
C -0.18 1.30 1.54
C 2.28 1.45 0.77
C 1.02 0.54 1.06
C 0.18 -1.54 -0.13
H -0.09 0.40 -0.59
H 1.14 -0.29 1.74
H 2.28 1.69 -0.28
H -2.33 0.78 -1.96
H 2.08 2.36 1.26
H -2.63 -0.74 -1.62
H 0.97 -2.06 0.33
H 1.00 -1.92 -2.01
H -0.54 -1.69 -2.16
H 3.17 0.94 1.03
H -0.19 2.30 1.84
H -0.83 -1.82 0.32

Properties
**Kohn-Sham gap**: 9.5 eV
**HOMO energy**: -8.9 eV
**SMILES**: C[C@@H](C=O)NCN.O

Version c
Below is 2 unconnected molecules or ions with the total composition C4H12N2O2, with properties calculated with ωB97M-V with the def2-TZVPD basis set.

CARTESIAN COORDINATES (ANGSTROEM)
O 0.39 -1.81 0.92
O 2.29 0.18 2.98
N -0.74 0.06 0.76
N -1.35 2.33 0.02
C 1.15 -1.04 -1.92
C -0.32 -1.27 -1.33
C -0.28 -1.10 0.16
C -1.86 0.92 0.39
H -1.25 2.86 0.85
H 1.17 -0.48 -2.90
H 2.20 -0.57 2.41
H 2.51 0.94 2.44
H 1.63 -0.39 -1.20
H -0.61 -2.34 -1.56
H -0.39 2.11 -0.39
H 1.49 -1.97 -2.16
H -2.48 1.04 1.26
H -0.87 -0.43 -1.84
H -0.33 0.37 1.56
H -2.34 0.58 -0.46

Properties
**Kohn-Sham gap**: 10.0 eV
**HOMO energy**: -9.4 eV
**SMILES**: CCC(=O)NCN.O

Result of the stability comparison: version a is the most stable of them.